w.
Entry from OMol25: a 2-piece molecular cluster, C3H2O2S overall (the ωB97M-V functional and the def2-TZVPD basis).

Each line ends with the Löwdin charge.
Cartesian coordinates (Å):
C 0.71 -0.50 -1.34  -0.340
C -0.17 1.37 2.00  -0.869
C -0.45 -1.02 -1.04  0.005
O 1.69 0.09 -1.49  0.143
O -1.23 1.68 2.23  0.128
S 1.15 0.66 1.61  0.828
H -0.50 -2.01 -0.80  0.029
H -1.20 -0.26 -1.16  0.077

Summary:
orbital gap	9.865	eV
LUMO	0.520	eV
total charge	0
HOMO level	-0.3434	Ha
structure (SMILES)	C=C=O.O=C=S

x.
Entry from OMol25: a 2-piece molecular cluster, C3H2O2S overall (the ωB97M-V functional and the def2-TZVPD basis).

Each line ends with the Löwdin charge.
Cartesian coordinates (Å):
C 0.39 -0.17 0.81  0.003
C -0.89 -0.07 0.58  -0.298
C -1.42 -0.41 -2.16  -0.869
O -2.07 -0.12 0.55  0.149
O -0.70 -1.17 -1.69  0.093
S -2.35 0.53 -3.03  0.775
H 1.06 -0.93 1.21  0.074
H 1.07 0.62 0.44  0.074

Summary:
orbital gap	9.831	eV
LUMO	0.503	eV
total charge	0
HOMO level	-0.3428	Ha
structure (SMILES)	C=C=O.O=C=S

Relative energies in eV: w 0.000; x 0.231